{
  "formula": "C3H3NOS2",
  "method": "the ωB97M-V functional and the def2-TZVPD basis",
  "e_above_lowest_kcal_mol": 128.8,
  "homo_energy_ev": [-8.39, -8.35],
  "e_tot_ha": -1042.2934,
  "lumo_energy_ev": [-0.9, -0.5],
  "species": ["C", "C", "C", "N", "O", "S", "S", "H", "H", "H"],
  "positions_angstrom": [[1.1780, 1.7037, -1.2893], [-1.4757, -1.2184, -0.0722], [0.1120, -1.8843, 1.5921], [0.6037, 2.6386, -1.7412], [-0.4847, -1.1298, 0.6986], [-2.4607, 0.0433, -0.5511], [1.8889, 0.5654, -0.4453], [-0.4752, -2.3232, 2.4499], [1.1150, -1.6222, 1.6462], [-0.0013, 3.2268, -2.2878]],
  "mulliken_charge": [0.30, 0.09, -0.34, -0.27, -0.06, -0.22, -0.34, 0.27, 0.26, 0.31]
}

{
  "formula": "C3H3NOS2",
  "method": "the ωB97M-V functional and the def2-TZVPD basis",
  "e_above_lowest_kcal_mol": 79.3,
  "homo_energy_ev": -8.41,
  "e_tot_ha": -1042.3723,
  "smiles": "S=c1ccn(S)o1",
  "lumo_energy_ev": -0.1,
  "species": ["C", "C", "C", "H", "H", "H", "N", "O", "S", "S"],
  "positions_angstrom": [[-0.5441, -0.3881, -0.7112], [-1.0443, 0.7968, -0.4078], [-0.2464, 1.3575, 0.6650], [1.8562, -2.5402, 0.2156], [-0.9079, -1.2835, -1.3471], [-2.1775, 0.9067, -0.5603], [0.6006, -0.6199, 0.0205], [0.7742, 0.5421, 0.8592], [2.0333, -1.3947, -0.5015], [-0.3441, 2.6233, 1.7676]],
  "mulliken_charge": [-0.08, -0.43, 0.32, 0.17, 0.33, 0.26, 0.10, -0.24, -0.10, -0.33]
}

{
  "formula": "C3H3NOS3",
  "method": "the ωB97M-V functional and the def2-TZVPD basis",
  "e_above_lowest_kcal_mol": 41.1,
  "homo_energy_ev": -9.27,
  "e_tot_ha": -1440.5977,
  "smiles": "O=C1NC(=S)SCS1",
  "lumo_energy_ev": -1.0,
  "species": ["C", "C", "C", "H", "H", "H", "N", "O", "S", "S", "S"],
  "positions_angstrom": [[1.3714, -0.0937, -0.0895], [-0.8014, 1.1147, -0.2460], [-0.7377, -1.3016, 0.3299], [0.8896, 1.7448, -0.1721], [-0.2662, -0.9737, 1.3694], [-1.4452, -2.2579, 0.5635], [0.4760, 0.8674, 0.2144], [-1.0818, 2.3063, -0.6510], [2.9921, 0.4166, -0.2437], [-2.1278, -0.2949, -0.3320], [0.7309, -1.5279, -0.7428]],
  "mulliken_charge": [0.20, 0.49, -0.55, 0.31, 0.36, 0.31, -0.31, -0.55, -0.26, -0.03, 0.01]
}